Entry from the OMol25 dataset: a structure of composition C21H23CrN4O at a distorted geometry (wB97M-V/def2-TZVPD).

Properties
HOMO (alpha / beta) (eV): -6.560 / -8.055
Spin multiplicity: 6
E_tot (eV): -58574.37344
Molecular weight (g mol⁻¹): 399.44
LUMO energy (alpha / beta) (eV): 0.1 / 0.2
Energy relative to the best compared isomer or geometry (same formula, charge and spin) (kcal/mol): 14.79

Last column: Löwdin charge in e.
Element x y z (Å)
Cr 18.848 29.000 -12.779  0.60
C 19.266 25.883 -12.360  -0.31
O 19.605 27.054 -13.130  -0.49
H 19.646 25.784 -11.343  0.02
H 18.210 25.887 -12.090  0.04
H 19.370 24.861 -12.725  0.06
N 24.101 26.798 -14.110  0.06
C 23.148 26.350 -13.279  -0.17
C 22.681 25.063 -13.193  -0.05
C 23.257 24.114 -14.090  -0.04
C 24.300 24.587 -14.877  -0.09
C 24.662 25.912 -14.900  -0.18
H 22.716 27.050 -12.580  0.10
H 22.080 24.777 -12.343  0.09
H 22.926 23.086 -14.074  0.10
H 24.915 23.843 -15.361  0.10
H 25.421 26.202 -15.612  0.10
N 20.630 30.145 -13.297  -0.05
C 21.348 29.568 -14.301  -0.08
C 22.153 30.363 -15.137  -0.05
C 22.396 31.639 -14.806  -0.09
C 21.675 32.254 -13.802  -0.05
C 20.953 31.408 -12.979  -0.14
H 21.239 28.506 -14.466  0.10
H 22.710 30.008 -15.991  0.11
H 23.149 32.171 -15.369  0.11
H 21.930 33.270 -13.541  0.11
H 20.394 31.891 -12.191  0.11
N 21.853 22.489 -7.636  0.05
C 20.495 22.289 -7.469  -0.15
C 19.489 23.118 -8.013  -0.08
C 19.837 24.248 -8.838  -0.05
C 21.249 24.376 -9.097  -0.08
C 22.181 23.459 -8.584  -0.13
H 20.140 21.562 -6.754  0.09
H 18.463 22.871 -7.785  0.09
H 19.130 24.758 -9.476  0.08
H 21.552 25.223 -9.694  0.08
H 23.251 23.481 -8.725  0.09
N 15.427 28.387 -9.222  0.06
C 15.042 28.957 -8.092  -0.18
C 15.426 28.561 -6.807  -0.08
C 16.335 27.543 -6.662  -0.10
C 16.741 26.841 -7.786  -0.08
C 16.325 27.289 -9.049  -0.09
H 14.335 29.762 -8.225  0.10
H 15.178 29.118 -5.916  0.10
H 16.729 27.352 -5.675  0.11
H 17.382 25.984 -7.643  0.09
H 16.640 26.775 -9.945  0.08

=====

Entry from the OMol25 dataset: a cluster of 2 separate species, C21H23F3NO4S in total at a distorted geometry (wB97M-V/def2-TZVPD).

Properties
HOMO (eV): -3.229
Total charge: -1
E_tot (eV): -50818.34144
Molecular weight (g mol⁻¹): 442.48
LUMO energy (eV): 2.7
Energy relative to the best compared isomer or geometry (same formula, charge and spin) (kcal/mol): 0.00

Last column: Löwdin charge in e.
Element x y z (Å)
C -5.119 0.111 1.347  -0.09
C -3.668 -0.028 1.713  -0.32
C -3.114 -1.292 1.958  -0.07
C -1.788 -1.428 2.344  -0.06
C -0.933 -0.298 2.441  -0.31
C 0.440 -0.457 2.837  -0.27
S 1.619 0.556 2.012  0.70
C 3.193 -0.442 2.267  -0.63
F 4.264 0.230 1.806  0.11
F 3.390 -0.705 3.583  0.10
F 3.095 -1.621 1.620  0.11
O 1.406 0.532 0.584  -0.32
O 1.819 1.796 2.720  -0.32
C -1.501 0.980 2.172  -0.05
C -2.837 1.098 1.824  -0.07
H -5.388 1.166 1.245  0.06
H -5.354 -0.397 0.402  0.07
H -5.768 -0.326 2.117  0.07
H -3.740 -2.181 1.849  0.10
H -1.350 -2.402 2.561  0.10
H 0.831 -1.461 2.989  0.07
H -0.876 1.868 2.274  0.10
H -3.263 2.084 1.624  0.10
C 4.450 2.507 7.023  -0.04
C 4.828 1.072 6.718  -0.57
C 5.476 1.038 5.346  -0.03
C 5.729 0.503 7.811  -0.04
O 3.682 0.141 6.743  0.02
C 2.556 0.447 6.051  -0.54
N 1.742 -0.676 6.017  0.14
C 0.540 -0.562 5.572  -0.10
C -0.470 -1.511 6.059  -0.18
C -1.826 -1.148 6.183  -0.02
C -2.679 -1.919 6.977  -0.09
C -2.207 -3.087 7.589  -0.10
C -0.891 -3.518 7.360  -0.09
C -0.025 -2.733 6.600  -0.03
O 2.308 1.541 5.568  0.07
H 3.978 2.588 8.008  0.09
H 5.347 3.139 7.017  0.09
H 3.756 2.871 6.259  0.08
H 5.743 0.015 5.064  0.09
H 4.780 1.445 4.601  0.09
H 6.383 1.654 5.338  0.09
H 5.960 -0.549 7.601  0.09
H 6.669 1.054 7.918  0.08
H 5.199 0.539 8.772  0.09
H 0.195 0.306 4.996  0.11
H -2.170 -0.235 5.691  0.12
H -3.712 -1.598 7.124  0.10
H -2.861 -3.672 8.237  0.09
H -0.528 -4.458 7.783  0.10
H 1.018 -3.015 6.450  0.11

=====

Entry from the OMol25 dataset: a structure of composition C21H23F4N3O2RbS2 at a distorted geometry (wB97M-V/def2-TZVPD).

Properties
HOMO (eV): -3.924
Total charge: -1
E_tot (eV): -63912.06060
Molecular weight (g mol⁻¹): 575.03
LUMO energy (eV): 2.1
Energy relative to the best compared isomer or geometry (same formula, charge and spin) (kcal/mol): 31.99

Last column: Löwdin charge in e.
Element x y z (Å)
Rb -0.113 -1.349 0.087  0.96
C 0.083 2.309 -2.435  -0.11
N 1.026 1.549 -1.641  -0.27
C 1.868 2.397 -0.787  -0.10
C 1.861 0.691 -2.413  -0.24
C 1.115 -0.202 -3.447  -0.28
N 0.157 -1.091 -2.850  -0.06
C -0.852 -1.534 -3.629  -0.22
C -1.873 -2.384 -3.050  -0.17
F -1.763 -2.740 -1.753  -0.03
C -3.050 -2.754 -3.724  -0.21
F -4.042 -3.410 -3.030  0.04
C -3.140 -2.667 -5.088  0.01
C -2.112 -1.994 -5.706  -0.27
F -2.140 -1.907 -7.034  0.08
C -1.100 -1.375 -5.017  -0.15
F -0.297 -0.658 -5.846  0.04
H -0.749 1.703 -2.747  0.07
H 0.531 2.724 -3.346  0.09
H -0.415 3.099 -1.816  0.08
H 2.737 2.901 -1.369  0.10
H 2.336 1.902 0.042  0.06
H 1.272 3.199 -0.328  0.07
H 2.444 0.039 -1.735  0.12
H 2.676 1.285 -2.891  0.11
H 1.863 -0.739 -3.977  0.09
H 0.701 0.532 -4.233  0.12
H -3.924 -3.035 -5.674  0.10
C -0.330 -1.830 4.914  -0.02
C 0.338 -1.289 3.690  -0.46
O -0.438 -0.951 2.816  -0.12
C 1.767 -1.168 3.613  -0.10
C 2.462 -1.312 4.818  -0.10
C 3.802 -1.341 5.011  -0.11
C 4.546 -1.279 3.794  -0.11
C 3.993 -1.063 2.569  -0.04
C 2.568 -0.903 2.417  -0.39
O 2.144 -0.544 1.281  -0.22
H 0.260 -2.565 5.511  0.09
H -1.261 -2.136 4.507  0.07
H -0.469 -0.959 5.524  0.09
H 1.864 -1.388 5.685  0.08
H 4.186 -1.467 5.987  0.07
H 5.660 -1.338 3.780  0.10
H 4.571 -0.884 1.698  0.09
S -5.906 2.416 1.916  0.53
C -4.287 2.138 1.762  -1.22
N -3.471 2.747 0.887  -0.09
C -2.042 2.525 1.025  -0.26
C -1.852 2.092 2.441  -0.42
S -3.336 1.074 2.780  0.91
H -3.876 3.317 0.128  0.15
H -1.449 3.489 0.877  0.14
H -1.710 1.737 0.312  0.12
H -1.939 2.900 3.129  0.07
H -0.894 1.490 2.567  0.10

=====

Entry from the OMol25 dataset: the molecule C21H23FN2O2 (wB97M-V/def2-TZVPD).

Properties
HOMO (eV): -9.069
E_tot (eV): -31944.60617
Molecular weight (g mol⁻¹): 354.43
SMILES: Cc1ccccc1CNC(=O)[C@@H]1CCC(=O)N(Cc2cccc(F)c2)C1
LUMO energy (eV): 0.5
Energy relative to the best compared isomer or geometry (same formula, charge and spin) (kcal/mol): 6.95

Last column: Löwdin charge in e.
Element x y z (Å)
C -1.437 1.884 3.552  -0.03
C -2.036 3.117 2.947  -0.22
C -3.137 3.709 3.554  -0.05
C -3.734 4.838 3.024  -0.09
C -3.231 5.399 1.864  -0.09
C -2.137 4.820 1.248  -0.05
C -1.530 3.687 1.775  -0.17
C -0.343 3.095 1.061  -0.12
N -0.622 1.762 0.559  0.09
C 0.130 0.691 0.878  -0.50
O 1.123 0.762 1.572  0.07
C -0.352 -0.632 0.289  -0.19
C -0.578 -1.665 1.410  -0.12
C 0.103 -3.005 1.111  -0.08
C -0.039 -3.416 -0.338  -0.46
O -0.415 -4.513 -0.702  0.06
N 0.319 -2.434 -1.197  -0.05
C 0.301 -2.657 -2.628  -0.09
C 1.700 -2.696 -3.183  -0.20
C 2.575 -3.691 -2.760  -0.03
C 3.875 -3.732 -3.230  -0.07
C 4.325 -2.781 -4.131  -0.01
C 3.445 -1.799 -4.542  -0.27
F 3.866 -0.863 -5.420  0.06
C 2.142 -1.737 -4.081  0.03
C 0.720 -1.149 -0.683  -0.10
H -1.713 1.805 4.601  0.08
H -1.806 0.995 3.038  0.08
H -0.353 1.882 3.474  0.08
H -3.531 3.275 4.462  0.11
H -4.588 5.279 3.517  0.10
H -3.687 6.282 1.441  0.10
H -1.741 5.259 0.343  0.11
H 0.515 2.993 1.731  0.13
H -0.055 3.742 0.225  0.12
H -1.460 1.653 0.009  0.15
H -1.279 -0.482 -0.274  0.14
H -0.174 -1.275 2.346  0.12
H -1.649 -1.826 1.544  0.12
H 1.171 -2.927 1.327  0.13
H -0.314 -3.793 1.740  0.12
H -0.191 -3.623 -2.777  0.13
H -0.287 -1.873 -3.117  0.13
H 2.224 -4.436 -2.063  0.12
H 4.545 -4.510 -2.897  0.11
H 5.334 -2.794 -4.513  0.12
H 1.491 -0.952 -4.434  0.12
H 0.841 -0.458 -1.520  0.14
H 1.678 -1.209 -0.153  0.14

=====

Entry from the OMol25 dataset: the molecule C21H23FN4O at a distorted geometry (wB97M-V/def2-TZVPD).

Properties
HOMO (eV): -8.088
E_tot (eV): -32875.02428
Molecular weight (g mol⁻¹): 366.44
SMILES: Cc1ccccc1N1CCN(Cc2nc(Cc3ccccc3F)no2)CC1
LUMO energy (eV): 0.8
Energy relative to the best compared isomer or geometry (same formula, charge and spin) (kcal/mol): 32.86

Last column: Löwdin charge in e.
Element x y z (Å)
C -2.140 -2.137 0.185  -0.05
C -3.469 -1.442 0.220  -0.21
C -4.619 -2.166 0.494  -0.05
C -5.854 -1.550 0.599  -0.10
C -5.944 -0.180 0.441  -0.09
C -4.810 0.559 0.155  -0.02
C -3.567 -0.057 0.025  -0.20
N -2.393 0.675 -0.238  -0.12
C -2.351 2.062 0.166  -0.16
C -0.887 2.494 0.220  -0.16
N -0.315 2.367 -1.110  -0.15
C 0.992 2.980 -1.244  -0.10
C 1.995 2.367 -0.328  -0.32
N 2.579 1.214 -0.461  0.22
C 3.268 1.078 0.709  -0.35
C 4.091 -0.118 1.026  -0.06
C 3.542 -1.335 0.337  -0.17
C 4.314 -2.112 -0.514  -0.03
C 3.784 -3.224 -1.147  -0.09
C 2.462 -3.577 -0.944  -0.08
C 1.667 -2.818 -0.102  0.00
C 2.218 -1.716 0.521  -0.23
F 1.431 -0.984 1.344  0.07
N 3.116 2.096 1.506  0.14
O 2.286 2.947 0.841  0.04
C -0.364 0.981 -1.540  -0.16
C -1.822 0.528 -1.562  -0.14
H -2.141 -2.974 0.881  0.08
H -1.927 -2.530 -0.810  0.08
H -1.353 -1.440 0.460  0.07
H -4.541 -3.234 0.645  0.11
H -6.735 -2.135 0.816  0.10
H -6.898 0.318 0.533  0.10
H -4.896 1.626 0.022  0.10
H -2.799 2.160 1.157  0.13
H -2.881 2.722 -0.542  0.13
H -0.819 3.538 0.535  0.13
H -0.363 1.865 0.958  0.13
H 1.326 2.853 -2.276  0.13
H 0.903 4.044 -1.011  0.13
H 4.094 -0.246 2.111  0.13
H 5.118 0.061 0.700  0.13
H 5.346 -1.841 -0.682  0.11
H 4.406 -3.813 -1.803  0.10
H 2.045 -4.441 -1.438  0.10
H 0.633 -3.068 0.077  0.10
H 0.060 0.911 -2.544  0.13
H 0.213 0.323 -0.873  0.11
H -1.884 -0.512 -1.879  0.12
H -2.372 1.147 -2.292  0.13